1.
A 8-piece molecular cluster, C52H72ClF21N2O16 overall. Source: the Open Molecules 2025 dataset; level of theory: ωB97M-V with the def2-TZVPD basis set.

For the molecular weight, the calculation gives 1415.56 g/mol. As for the gap between HOMO and LUMO: 7.433 eV. As for the HOMO energy: -8.26 eV. The total energy comes out at -5895.0068 a.u. The LUMO energy comes out at -0.82 eV.

The geometry in XYZ format:
```
164
Properties=species:S:1:pos:R:3:mulliken_charge:R:1
C 1.680 1.964 -2.582 -1.004
C 0.622 2.821 -1.704 -0.901
C -0.800 2.058 -1.527 -0.289
C -1.093 1.148 -0.279 -0.132
C 0.061 0.938 0.833 0.704
C 0.481 -0.642 1.002 -0.798
C 0.234 -1.101 2.527 0.718
C 1.567 -1.433 3.358 -0.072
C 1.075 -1.811 4.875 -0.276
C 0.853 -0.512 5.815 -0.610
C -0.683 -0.021 5.966 0.518
C -0.862 1.512 6.425 -1.090
C -0.784 2.582 5.221 0.368
C 0.760 2.821 4.818 -0.033
O 0.978 4.012 4.002 -0.148
C 2.469 4.001 3.833 -0.625
C -2.543 0.478 -0.170 0.702
C -2.857 -0.435 1.125 0.795
Cl -4.529 -1.265 1.009 -0.210
C -2.915 0.431 2.502 0.448
C -4.403 1.059 2.778 -1.023
C -3.561 0.758 -1.290 -0.974
C -3.265 1.636 -2.577 0.325
N -4.341 1.768 -3.523 -0.498
C -3.916 2.618 -4.578 0.445
O -4.886 2.904 -5.610 -0.608
C -2.515 3.271 -4.741 -0.463
N -1.470 3.103 -3.797 -0.405
C -1.867 2.286 -2.683 0.298
H 2.774 2.191 -2.309 0.272
H 1.547 2.330 -3.676 0.340
H 1.430 0.845 -2.597 0.252
H 0.472 3.817 -2.277 0.390
H 1.049 3.142 -0.675 0.311
H 1.050 1.465 0.533 0.251
H -0.219 1.415 1.853 -0.667
H -0.195 -1.207 0.264 0.282
H 1.587 -0.801 0.758 0.257
H -0.368 -0.322 3.116 -0.883
H -0.417 -2.065 2.539 0.472
H 2.078 -2.389 2.958 -0.205
H 2.292 -0.557 3.484 0.249
H 0.123 -2.470 4.851 -0.252
H 1.919 -2.434 5.369 0.400
H 1.586 0.291 5.461 0.175
H 1.203 -0.813 6.880 0.458
H -1.339 -0.192 5.043 -0.502
H -1.156 -0.663 6.809 0.290
H -1.938 1.594 6.856 0.356
H -0.080 1.844 7.208 0.325
H -1.296 3.588 5.491 0.366
H -1.316 2.210 4.273 -0.444
H 1.358 2.905 5.793 0.419
H 1.068 1.918 4.167 -0.316
H 2.999 4.658 4.610 0.132
H 2.788 4.296 2.766 0.264
H 2.903 2.935 4.001 0.328
H -2.115 -1.322 1.195 0.079
H -2.206 1.325 2.509 -0.411
H -2.733 -0.308 3.377 -0.030
H -4.919 1.390 1.802 0.276
H -4.203 2.044 3.361 0.322
H -5.032 0.355 3.419 0.317
H -4.619 0.301 -1.194 0.202
H -5.744 2.879 -5.105 0.445
H -2.326 3.931 -5.662 0.458
C 0.883 -5.133 -2.269 -0.982
C 0.736 -5.691 -0.867 -0.157
O 2.012 -5.746 -0.208 -0.348
C 2.438 -4.595 0.353 0.306
O 1.825 -3.560 0.325 -0.452
C 3.775 -4.809 1.059 0.918
F 4.646 -5.531 0.318 -0.251
F 3.630 -5.474 2.227 -0.281
F 4.399 -3.651 1.355 -0.222
H 1.622 -5.706 -2.835 0.192
H -0.072 -5.165 -2.799 0.413
H 1.232 -4.097 -2.246 0.290
H 0.364 -6.717 -0.918 0.327
H 0.017 -5.117 -0.277 0.274
C 0.292 10.561 2.886 -1.093
C 1.656 10.312 3.500 -0.209
O 1.618 9.169 4.370 -0.307
C 1.728 7.963 3.769 0.251
O 1.847 7.808 2.580 -0.517
C 1.724 6.845 4.809 1.012
F 0.771 7.015 5.753 -0.290
F 2.905 6.767 5.472 -0.338
F 1.507 5.621 4.266 -0.339
H -0.469 10.653 3.666 0.298
H 0.299 11.475 2.289 0.370
H -0.009 9.730 2.244 0.309
H 1.942 11.167 4.117 0.312
H 2.427 10.194 2.735 0.313
C -5.737 -0.301 -5.294 -0.612
C -5.619 -1.157 -6.540 -0.351
O -5.674 -2.553 -6.203 -0.328
C -6.909 -3.072 -6.029 0.386
O -7.929 -2.442 -6.135 -0.508
C -6.821 -4.567 -5.727 0.843
F -5.860 -4.858 -4.821 -0.239
F -6.533 -5.288 -6.834 -0.251
F -7.971 -5.067 -5.234 -0.241
H -4.979 -0.584 -4.560 0.276
H -5.616 0.753 -5.540 0.124
H -6.710 -0.435 -4.815 0.313
H -4.649 -0.986 -7.011 0.328
H -6.384 -0.904 -7.278 0.322
C 3.446 -10.381 -3.759 -1.076
C 4.509 -9.489 -4.371 -0.192
O 4.017 -8.862 -5.566 -0.336
C 3.267 -7.754 -5.387 0.382
O 2.996 -7.286 -4.311 -0.514
C 2.855 -7.165 -6.735 0.871
F 2.426 -8.107 -7.604 -0.243
F 3.883 -6.528 -7.340 -0.255
F 1.858 -6.265 -6.628 -0.237
H 3.084 -11.106 -4.493 0.307
H 3.845 -10.920 -2.897 0.368
H 2.582 -9.798 -3.434 0.284
H 5.370 -10.094 -4.665 0.313
H 4.868 -8.743 -3.658 0.297
C -2.264 7.140 -5.019 -1.090
C -2.794 7.815 -6.269 -0.235
O -1.919 8.877 -6.682 -0.308
C -0.839 8.506 -7.405 0.366
O -0.584 7.369 -7.705 -0.505
C -0.028 9.733 -7.817 0.872
F 0.139 10.611 -6.802 -0.243
F -0.626 10.418 -8.818 -0.249
F 1.207 9.418 -8.254 -0.237
H -2.095 7.875 -4.228 0.366
H -2.968 6.387 -4.659 0.335
H -1.304 6.654 -5.211 0.307
H -3.763 8.272 -6.055 0.309
H -2.948 7.099 -7.080 0.323
C -4.362 -4.761 9.425 -1.115
C -4.308 -5.020 7.932 -0.221
O -3.134 -4.424 7.357 -0.285
C -1.992 -5.138 7.468 0.063
O -1.914 -6.209 8.010 -0.517
C -0.842 -4.413 6.773 1.206
F -0.807 -3.088 7.053 -0.220
F -0.924 -4.511 5.426 -0.263
F 0.367 -4.900 7.115 -0.269
H -4.293 -3.689 9.631 0.302
H -5.293 -5.144 9.849 0.383
H -3.525 -5.239 9.938 0.313
H -5.168 -4.551 7.447 0.317
H -4.353 -6.088 7.706 0.324
C 7.266 -3.368 -0.135 -0.958
C 8.329 -2.476 -0.744 -0.320
O 7.841 -1.856 -1.945 -0.319
C 7.084 -0.749 -1.775 0.396
O 6.807 -0.278 -0.703 -0.517
C 6.678 -0.168 -3.128 0.833
F 6.256 -1.116 -3.995 -0.246
F 7.706 0.470 -3.731 -0.253
F 5.676 0.728 -3.030 -0.217
H 6.910 -4.098 -0.867 0.301
H 7.661 -3.902 0.733 0.420
H 6.398 -2.787 0.183 0.236
H 9.194 -3.078 -1.031 0.318
H 8.682 -1.724 -0.033 0.326
```

---

2.
A 14-piece molecular cluster, C52H72N12O2S2 overall. Source: the Open Molecules 2025 dataset; level of theory: ωB97M-V with the def2-TZVPD basis set.

The energy above the lowest of the compared OMol25 structures with the same formula, charge and spin is 0.0 kcal/mol. For the molecular weight, the calculation gives 961.36 g/mol. As for the gap between HOMO and LUMO: 8.308 eV. As for the HOMO energy: -7.87 eV. The total energy comes out at -3628.4261 a.u. The LUMO energy comes out at 0.44 eV.

The geometry in XYZ format:
```
140
Properties=species:S:1:pos:R:3:mulliken_charge:R:1
C -1.234 -2.002 5.159 -0.523
S 0.378 -1.984 5.998 0.263
O 1.085 -3.285 5.721 -0.548
C 1.111 -0.686 4.976 -0.364
H -1.711 -1.023 5.161 0.414
H -1.883 -2.656 5.742 0.434
H -1.138 -2.426 4.159 -0.204
H 2.118 -0.440 5.295 0.356
H 0.505 0.223 5.004 0.278
H 1.111 -1.009 3.931 -0.097
C 2.547 -4.922 3.325 -1.331
S 1.516 -3.795 2.339 0.722
O 2.380 -2.625 1.903 -0.699
C 1.218 -4.806 0.850 -1.086
H 2.789 -4.342 4.213 0.394
H 3.386 -5.266 2.728 0.452
H 1.907 -5.741 3.656 0.388
H 0.806 -4.172 0.065 0.102
H 0.542 -5.603 1.155 0.488
H 2.113 -5.229 0.389 0.431
N -3.289 -4.900 2.107 0.127
C -2.062 -4.366 2.349 -0.469
C -1.428 -5.103 3.303 0.196
C -2.347 -6.058 3.779 -1.211
C -3.497 -5.911 3.019 -0.705
H -3.936 -4.516 1.440 0.209
H -1.666 -3.557 1.752 0.511
H -0.459 -4.847 3.700 0.589
H -2.169 -6.789 4.550 0.460
H -4.430 -6.449 3.007 0.402
N 0.367 -0.921 0.561 2.394
C 0.702 -1.155 -0.732 -1.039
C 0.403 -0.031 -1.485 -1.015
C -0.272 0.852 -0.596 0.246
C -0.306 0.275 0.643 -1.590
H 0.479 -1.561 1.332 -1.082
H 1.258 -2.037 -1.012 0.279
H 0.569 0.184 -2.528 0.610
H -0.706 1.807 -0.843 0.242
H -0.698 0.576 1.601 0.843
N 2.390 2.257 3.711 0.318
C 2.447 2.294 5.061 -0.676
C 1.299 2.946 5.509 -1.023
C 0.502 3.165 4.358 -0.261
C 1.181 2.724 3.260 -0.537
H 3.056 1.770 3.136 0.295
H 3.237 1.858 5.648 0.459
H 1.005 3.049 6.540 0.397
H -0.501 3.563 4.309 0.512
H 0.925 2.626 2.220 0.557
N -4.912 -1.294 2.014 0.085
C -3.599 -1.258 1.593 -0.775
C -3.545 -1.872 0.349 0.104
C -4.862 -2.204 0.019 -1.021
C -5.701 -1.809 1.027 -0.882
H -5.225 -0.859 2.862 0.235
H -2.870 -0.817 2.251 0.532
H -2.695 -2.122 -0.264 0.770
H -5.103 -2.678 -0.922 0.459
H -6.770 -1.859 1.146 0.496
N 3.798 3.046 -2.805 0.162
C 4.969 2.912 -3.495 -0.883
C 4.887 1.817 -4.334 -1.123
C 3.583 1.306 -4.138 -0.625
C 2.956 2.021 -3.169 -0.315
H 3.572 3.790 -2.174 0.268
H 5.766 3.634 -3.413 0.428
H 5.544 1.539 -5.139 0.482
H 3.099 0.545 -4.735 1.113
H 1.927 1.978 -2.849 0.573
N 3.961 -0.279 1.729 0.734
C 5.112 0.279 2.198 -1.010
C 5.323 1.459 1.514 -0.632
C 4.243 1.594 0.615 -0.599
C 3.364 0.557 0.815 -0.193
H 3.677 -1.220 1.957 0.202
H 5.782 -0.245 2.859 0.500
H 6.234 2.033 1.542 0.439
H 4.120 2.370 -0.123 0.361
H 2.451 0.232 0.341 0.367
N -1.207 2.006 -6.206 0.123
C -0.174 1.382 -5.552 -0.946
C 1.006 1.864 -6.016 0.453
C 0.691 2.909 -6.925 -1.072
C -0.668 2.947 -7.052 -0.486
H -2.173 1.770 -6.087 0.220
H -0.331 0.522 -4.916 0.584
H 1.958 1.571 -5.604 0.240
H 1.402 3.575 -7.388 0.420
H -1.246 3.675 -7.596 0.378
N 4.041 -1.460 -2.582 0.308
C 4.479 -2.303 -3.561 -0.030
C 4.456 -3.587 -3.061 -1.668
C 4.046 -3.470 -1.718 -0.304
C 3.857 -2.135 -1.417 -0.960
H 3.889 -0.468 -2.727 0.339
H 4.874 -1.979 -4.509 0.504
H 4.771 -4.500 -3.537 0.403
H 3.932 -4.223 -0.948 0.537
H 3.614 -1.669 -0.482 0.825
N -4.480 3.365 3.036 0.206
C -4.142 2.519 2.004 -0.761
C -5.309 1.980 1.501 -0.472
C -6.380 2.611 2.172 -1.119
C -5.828 3.489 3.081 -0.658
H -3.845 3.997 3.489 0.262
H -3.081 2.399 1.850 0.975
H -5.350 1.210 0.748 0.649
H -7.433 2.452 2.007 0.459
H -6.253 4.180 3.793 0.426
N -1.692 4.374 0.055 0.386
C -2.507 5.050 0.906 -0.355
C -1.723 5.511 1.946 -1.040
C -0.401 5.083 1.698 -0.492
C -0.389 4.474 0.478 -1.076
H -1.980 3.925 -0.801 0.373
H -3.554 5.202 0.711 0.392
H -2.040 6.113 2.784 0.526
H 0.454 5.333 2.303 0.674
H 0.448 4.096 -0.084 0.713
N 1.337 -3.460 -4.031 0.128
C 0.120 -2.873 -3.838 -0.349
C -0.565 -2.873 -5.023 -0.718
C 0.291 -3.397 -6.010 -0.755
C 1.504 -3.640 -5.383 -0.446
H 2.079 -3.628 -3.369 0.281
H -0.236 -2.650 -2.843 0.555
H -1.616 -2.629 -5.040 0.461
H 0.058 -3.594 -7.043 0.433
H 2.415 -4.069 -5.765 0.426
N -4.044 4.225 -2.128 0.076
C -2.983 4.788 -2.800 -1.093
C -2.205 3.803 -3.351 -0.012
C -2.726 2.578 -2.829 -0.221
C -3.827 2.880 -2.052 -1.089
H -4.746 4.695 -1.589 0.249
H -3.103 5.858 -2.904 0.372
H -1.390 3.834 -4.054 0.462
H -2.294 1.599 -2.963 0.691
H -4.487 2.214 -1.520 0.450
```

---

The highest LUMO energy belongs to which entry? C52H72N12O2S2